[1]
Below is a structure of composition C22H41AuClNP3S at a distorted geometry, with properties calculated with ωB97M-V with the def2-TZVPD basis set.

```
70
Properties=species:S:1:pos:R:3:forces:R:3
Au -0.03209 0.62254 0.47586 0.501 -0.540 0.647
P -0.78681 2.41154 1.95594 -0.572 0.626 0.643
P -2.12415 -0.43214 0.24745 -1.205 0.247 -0.346
P 2.24839 1.28811 0.54488 0.808 0.793 0.769
H 0.77958 -1.84595 -6.18891 0.050 0.027 -0.110
C 1.79497 -1.94250 -5.82492 0.685 -1.187 0.557
C 2.14064 -2.91850 -4.95419 0.544 0.294 -2.350
H 1.44535 -3.73386 -4.69204 0.420 0.436 0.097
C -1.21085 3.80418 0.88251 0.080 0.027 -0.207
C -2.29057 2.01894 2.91209 -0.040 -0.282 -0.087
C 0.29791 3.08465 3.26052 0.384 -0.063 0.134
C -2.24726 -1.86967 -0.83179 0.400 -0.138 -0.517
C -2.93266 -1.07359 1.74296 0.114 0.047 0.395
C -3.27960 0.75321 -0.53628 -0.021 -0.152 0.004
C 3.48582 0.63675 -0.60242 0.033 -0.375 -0.507
C 3.01434 0.91465 2.16745 -0.209 -0.151 0.004
C 2.45120 3.08697 0.33427 -0.005 0.052 -0.304
H 2.56060 -1.27545 -6.21566 -0.258 0.091 0.147
H 3.20454 -3.00693 -4.66726 -0.606 -0.395 -0.383
H -1.54527 4.65994 1.47970 0.039 -0.143 -0.043
H -2.01077 3.50943 0.19351 0.189 0.117 0.118
H -0.32947 4.09501 0.29829 -0.243 -0.002 0.094
H -2.64877 2.92786 3.41851 0.160 -0.185 -0.173
H -2.05468 1.26081 3.67646 -0.115 0.258 -0.270
H -3.08829 1.64055 2.25811 0.229 0.151 0.273
H -0.22048 3.92479 3.75530 0.066 -0.308 -0.263
H 1.25134 3.46026 2.86243 -0.398 -0.153 0.260
H 0.50416 2.31771 4.02681 -0.085 0.363 -0.315
H -3.28838 -2.20535 -0.94006 0.201 0.195 0.201
H -1.64558 -2.69430 -0.43477 -0.106 0.099 -0.057
H -1.86695 -1.59170 -1.81712 -0.145 -0.135 0.232
H -3.91094 -0.60916 1.89499 0.131 -0.038 -0.034
H -2.30884 -0.91815 2.62267 -0.136 -0.009 0.012
H -3.07566 -2.15162 1.61772 0.012 0.192 0.031
H -4.28866 0.31769 -0.55049 0.220 0.191 -0.034
H -2.95051 0.94210 -1.56935 -0.095 -0.047 0.305
H -3.29915 1.70926 0.00094 -0.081 -0.286 -0.138
H 4.41031 1.23067 -0.53515 -0.324 -0.146 0.063
H 3.11692 0.68562 -1.63317 0.146 0.021 0.135
H 3.72921 -0.40456 -0.35728 -0.060 0.205 -0.018
H 4.09479 1.12067 2.14481 -0.340 0.042 -0.093
H 2.86134 -0.14771 2.39439 0.061 0.232 -0.027
H 2.55315 1.50792 2.96689 0.139 -0.160 -0.223
H 3.51622 3.34957 0.36719 -0.226 -0.065 0.039
H 1.92263 3.66266 1.09611 0.133 -0.133 -0.169
H 2.05161 3.37694 -0.64457 0.117 -0.002 0.122
C 0.50603 -1.29355 -3.29361 -0.404 0.490 0.557
C 0.60625 0.06961 -3.64526 0.268 -0.079 0.353
C -0.37296 0.64983 -4.45248 0.526 -0.060 0.376
C -1.49736 -0.09624 -4.81607 -0.220 0.230 -0.365
C -1.64446 -1.43074 -4.42197 0.501 -0.441 0.565
C -0.63113 -2.04012 -3.66836 0.281 -0.220 -0.524
S 1.94501 -2.16771 -2.70866 -1.245 -0.778 -0.435
H 2.03292 -1.97618 -1.39829 -0.150 1.373 0.986
H 1.51896 0.59641 -3.35087 -0.426 0.068 -0.294
H -0.21838 1.67039 -4.81845 -0.224 -0.407 0.196
H -2.26271 0.37655 -5.44457 0.327 -0.286 0.257
H -2.52447 -2.01738 -4.70486 0.329 0.305 0.098
H -0.66867 -3.09321 -3.36995 -0.215 0.360 -0.317
Cl 0.19333 -0.95123 6.42142 0.032 -0.156 -0.331
C 0.25970 -1.64493 4.84241 0.047 0.425 -0.605
C 0.25285 -3.02672 4.64489 -0.049 0.125 0.523
C 0.29234 -3.51261 3.34911 0.017 -0.044 -0.698
C 0.33891 -2.59941 2.28486 -0.067 -0.260 0.457
N 0.34325 -1.27516 2.46690 0.170 0.048 0.159
C 0.31831 -0.79866 3.72029 -0.111 -0.791 0.330
H 0.21466 -3.67591 5.52461 0.010 0.102 -0.426
H 0.28266 -4.58795 3.12631 0.031 0.541 0.259
H 0.37220 -2.95582 1.25146 -0.016 0.097 0.300
H 0.34408 0.28089 3.85782 -0.008 -0.247 -0.034
```
Positions in Å, forces in eV/Å.

Output
charge	+3
2S+1	3
energy relative to the best compared isomer or geometry (same formula, charge and spin)	9.1	kcal/mol
HOMO level (spin up / spin down)	-16.8 / -16.8	eV
electronic energy	-79857.986	eV
molecular weight	677.0	u
gap between HOMO and LUMO (spin up / spin down)	0.319 / 0.144	Eh
expectation value of S²	2.0122

***

[2]
Below is a cluster of 2 separate species, C22H41BBr2FNO9P in total, with properties calculated with ωB97M-V with the def2-TZVPD basis set.

```
78
Properties=species:S:1:pos:R:3:forces:R:3
C 2.08574 2.54965 0.65806 -0.014 0.121 0.007
C 2.26469 1.14411 1.19924 0.167 0.131 0.171
O 1.08540 0.37302 1.37250 0.118 0.098 -0.086
C 0.16308 0.16811 0.26166 -0.732 -0.033 -0.338
C -0.98734 1.17546 0.54116 -0.168 0.184 -0.155
B -1.18052 1.52756 2.05295 -0.227 0.163 0.061
O -1.07567 2.86004 2.42279 0.760 -0.156 -0.150
O -1.51502 0.59740 3.03744 0.267 0.001 -0.173
O 0.64486 0.47083 -0.96667 0.779 -0.121 0.062
P 0.88400 -0.84711 -2.21387 0.256 0.442 0.174
C -0.85533 -0.39721 -2.90757 -0.365 -0.087 0.133
C -2.00965 -1.40576 -2.94975 -0.138 0.103 -0.233
C 1.71341 0.49960 -3.32003 -0.197 0.249 0.045
C 1.15097 0.94978 -4.63110 0.043 0.205 -0.254
O 1.26402 2.08015 -5.05669 -0.059 -0.050 0.107
C 2.63521 -1.08654 -1.40034 0.132 0.173 -0.042
C 3.77685 -1.87573 -2.00089 0.220 0.105 -0.031
F 4.65639 -2.26934 -0.95860 0.003 0.015 0.003
C 1.03128 -2.33835 -3.48936 -0.449 -0.268 0.226
Br 2.39708 -2.13439 -4.91756 0.139 0.044 -0.111
C 1.10494 -3.82896 -3.06460 0.271 -0.035 -0.066
C 1.73462 -4.24734 -1.73214 0.014 -0.171 0.153
Br -0.66551 -4.69130 -3.25118 -0.100 0.048 0.015
O 0.15300 -1.90089 -1.01848 -0.367 0.000 -0.143
C -0.23701 -1.37502 0.23229 0.439 -0.130 0.426
C -1.74099 -1.52087 0.48046 -0.302 -0.012 -0.166
C -2.30685 -2.91018 0.58428 0.018 -0.140 0.064
N -1.94612 -3.96007 -0.01616 0.022 -0.041 0.000
C 0.53573 -2.19926 1.27963 0.198 -0.203 0.176
C 0.18523 -1.95273 2.74791 0.052 0.044 -0.029
C -0.37896 -3.14017 3.47267 -0.091 -0.163 -0.037
O -0.04613 -4.27631 3.31849 0.060 0.101 0.165
O -1.28190 -2.81169 4.47371 -0.159 -0.433 -0.046
H 1.38830 3.12266 1.27081 -0.052 0.001 0.003
H 3.05354 3.05455 0.69216 0.028 0.026 -0.009
H 1.73321 2.55369 -0.36857 -0.034 -0.047 -0.067
H 2.67750 1.23006 2.20859 -0.063 -0.101 0.074
H 3.01825 0.60689 0.62450 -0.132 -0.090 -0.188
H -1.89843 0.90609 0.00570 0.014 -0.064 0.036
H -0.63808 2.08676 0.05544 -0.031 0.098 0.002
H -0.65382 2.95974 3.28201 -0.422 0.146 0.235
H -0.89778 0.61466 3.77483 -0.243 0.137 0.286
H -1.17545 0.48073 -2.34516 0.061 -0.016 0.118
H -0.79293 -0.04355 -3.93407 0.280 0.073 -0.112
H -2.11260 -2.05034 -2.08269 0.133 -0.012 0.031
H -2.94980 -0.86049 -3.08084 -0.067 0.001 0.080
H -1.93750 -2.05407 -3.82240 0.058 -0.143 0.021
H 1.76830 1.40407 -2.71218 -0.011 -0.036 0.111
H 2.75088 0.23419 -3.52641 0.012 -0.173 -0.035
H 0.62998 0.21416 -5.26678 0.100 -0.161 -0.018
H 3.00110 -0.06587 -1.29032 -0.031 0.049 -0.014
H 2.52083 -1.44441 -0.38098 -0.169 -0.168 -0.018
H 4.38223 -1.26855 -2.67448 -0.020 -0.002 -0.102
H 3.51615 -2.78813 -2.52342 -0.051 -0.028 0.076
H 0.13885 -2.25025 -4.09553 -0.040 0.032 -0.040
H 1.63419 -4.34697 -3.85387 -0.007 -0.027 -0.050
H 1.95334 -3.41705 -1.07614 -0.098 0.065 -0.020
H 2.66035 -4.79259 -1.92032 0.045 0.014 -0.028
H 1.08338 -4.92583 -1.18684 -0.069 0.009 0.022
H -2.01431 -0.96811 1.38099 0.049 -0.116 0.006
H -2.29797 -1.03350 -0.32463 0.065 0.028 -0.035
H -3.17247 -3.00450 1.24996 -0.044 0.019 0.013
H -1.14540 -3.76624 -0.62260 0.014 0.013 -0.027
H 0.38325 -3.25576 1.06642 -0.132 -0.032 -0.099
H 1.59937 -2.03587 1.14768 0.019 0.107 -0.088
H -0.46344 -1.09612 2.89147 0.068 -0.238 -0.163
H 1.09734 -1.71995 3.30519 0.032 0.044 0.026
H -2.02453 -2.34107 4.07700 0.148 0.359 0.046
C -2.21047 5.80610 3.06397 0.111 0.080 0.154
C -2.65269 6.81367 4.09377 -0.066 -0.001 -0.045
O -1.98999 7.06819 5.07257 0.006 -0.008 0.000
C -3.97924 7.49598 3.84321 0.049 0.052 0.116
H -1.24927 5.38874 3.34589 0.020 0.010 -0.012
H -2.93816 4.99839 2.98066 -0.022 0.016 -0.074
H -2.11851 6.28345 2.08700 -0.072 -0.044 -0.035
H -4.77647 6.75297 3.78661 0.001 -0.004 -0.069
H -3.95027 8.03171 2.89292 -0.031 -0.050 -0.036
H -4.19022 8.19523 4.64865 0.003 -0.001 0.001
```
Positions in Å, forces in eV/Å.

Output
charge	-1
HOMO level	-5.6	eV
electronic energy	-196167.151	eV
molecular weight	684.2	u
gap between HOMO and LUMO	0.273	Eh

***

[3]
Below is a cluster of 2 separate species, C22H41BF4NO8S in total at a distorted geometry, with properties calculated with ωB97M-V with the def2-TZVPD basis set.

```
78
Properties=species:S:1:pos:R:3:forces:R:3
C -5.78411 -9.10362 -2.71403 0.251 0.089 0.061
C -4.38247 -8.46947 -2.74910 -0.546 -0.101 -0.035
C -3.87252 -8.04342 -1.38305 0.550 -0.444 -0.039
C -2.58876 -7.20059 -1.44946 -0.573 0.122 0.000
C -2.42201 -6.25281 -0.24130 0.285 -0.653 -0.186
C -1.02250 -6.30841 0.40936 -0.463 0.012 -0.329
C -0.13330 -5.11926 0.08110 0.161 0.236 0.468
C -0.66600 -3.78472 0.64645 -0.291 -0.445 -0.024
C 0.01357 -3.38066 1.94922 0.420 0.040 0.228
C 1.39093 -2.72534 1.79112 0.394 -0.394 -0.427
C 1.45596 -1.59777 0.76726 -0.483 0.069 -0.245
C 0.42898 -0.46451 1.03461 0.437 -0.568 0.137
C 1.06029 0.91201 1.20080 0.503 -0.444 0.159
N 0.92914 1.84416 -0.04045 0.542 -0.613 1.154
C 1.52311 1.10615 -1.20951 -0.439 1.171 -2.056
C 1.58740 1.98592 -2.44333 0.615 -1.004 0.405
C 1.53196 1.24333 -3.78588 1.419 1.390 3.210
O 0.47399 2.00895 -3.23650 -0.923 0.220 -1.199
B 1.79180 3.05806 0.41102 1.073 0.765 0.331
O 3.10348 3.06379 0.02724 -0.560 -0.448 -0.623
O 1.26156 3.96676 1.21397 -1.112 -0.073 -0.617
C 1.71652 5.35645 1.03307 0.378 0.261 0.467
C 0.71705 6.36151 1.57985 -0.411 -0.132 -0.194
S -0.80652 2.17842 -0.21423 -3.005 -1.395 0.374
O -1.35086 1.32320 -1.20419 1.162 0.076 -1.078
O -1.45162 2.02810 1.04058 1.087 0.929 0.952
C -1.12912 3.93970 -0.76926 -0.816 0.656 -0.524
F -2.31252 3.83099 -1.38482 0.909 0.060 0.374
F -1.26932 4.74915 0.27126 0.374 -0.540 -0.844
F -0.21540 4.37515 -1.64422 -0.185 -0.124 0.768
H -6.32915 -8.79241 -3.59963 -0.215 -0.228 -0.105
H -5.74434 -10.18853 -2.67193 -0.011 -0.117 -0.086
H -6.35704 -8.78474 -1.84487 -0.015 0.170 0.056
H -4.42877 -7.61689 -3.42762 0.145 0.209 0.087
H -3.69065 -9.17878 -3.20198 0.173 0.027 -0.058
H -3.61878 -8.95276 -0.83111 -0.208 -0.039 0.225
H -4.65745 -7.55513 -0.80730 -0.083 0.277 -0.111
H -1.75078 -7.89126 -1.53139 0.182 0.091 -0.069
H -2.63347 -6.61972 -2.37199 0.201 0.050 -0.074
H -3.15186 -6.55096 0.50862 -0.159 0.156 0.057
H -2.67492 -5.25342 -0.59008 -0.033 0.198 0.278
H -1.13917 -6.42530 1.48753 0.148 0.176 0.123
H -0.54802 -7.22166 0.05510 0.201 -0.083 0.108
H 0.84341 -5.30088 0.53669 0.196 -0.024 -0.248
H 0.00488 -5.03884 -0.99523 0.039 -0.105 -0.137
H -1.72354 -3.92103 0.86782 -0.149 0.135 -0.108
H -0.60627 -3.02913 -0.13578 -0.044 0.274 0.133
H -0.62454 -2.77425 2.59151 -0.193 0.154 -0.149
H 0.18017 -4.30144 2.51094 -0.081 -0.033 0.184
H 2.07109 -3.50154 1.43322 0.135 -0.018 -0.006
H 1.81044 -2.41267 2.74667 -0.202 0.117 0.192
H 2.46886 -1.20815 0.66390 0.127 0.028 0.222
H 1.22404 -2.03777 -0.20199 0.079 0.012 -0.149
H -0.32103 -0.52342 0.25107 -0.251 0.372 0.086
H -0.07431 -0.70173 1.96773 -0.219 0.174 0.057
H 2.13864 0.77174 1.28963 0.139 0.159 -0.135
H 0.76815 1.44119 2.10008 -0.518 0.280 -0.199
H 2.53815 0.78828 -1.01415 -0.052 -0.188 0.721
H 0.86669 0.31970 -1.56243 -0.119 -0.464 0.842
H 2.21028 2.86210 -2.39437 -0.034 0.469 -0.100
H 2.29859 1.79250 -4.30898 -0.435 -0.518 -1.458
H 1.57187 0.20457 -3.50323 -0.346 -0.490 -1.178
H 3.31219 3.71305 -0.65207 0.433 0.160 0.154
H 2.68200 5.46394 1.51187 0.077 -0.173 0.142
H 1.87868 5.51394 -0.03062 -0.080 -0.009 -0.122
H 0.41817 7.01916 0.77044 -0.160 0.108 -0.020
H 1.13747 6.99600 2.34370 0.136 -0.111 0.234
H -0.18162 5.89124 1.96554 0.070 -0.175 0.101
C 3.47124 11.04793 1.82252 0.280 0.209 -0.061
C 2.70447 10.45220 2.97828 -0.331 0.228 -0.071
O 2.12710 9.29230 2.38832 0.397 -0.120 0.091
C 2.95877 8.90122 1.38700 0.066 0.095 -0.206
O 2.92213 7.83607 0.85987 0.200 0.129 -0.140
O 3.83303 9.87661 1.07530 -0.137 0.016 0.169
F 1.71881 11.26868 3.40630 -0.020 -0.097 -0.005
H 2.84402 11.69271 1.20656 -0.138 -0.043 0.093
H 4.35287 11.60021 2.13461 0.133 -0.184 -0.091
H 3.32077 10.15588 3.82835 -0.079 0.026 0.065
```
Positions in Å, forces in eV/Å.

Output
charge	+1
HOMO level	-12.1	eV
electronic energy	-63723.001	eV
molecular weight	566.4	u
gap between HOMO and LUMO	0.343	Eh

***

Which of these has the highest charge?
C22H41AuClNP3S